(1)
Molecular formula: C2H5N2S2
Method: DFT, ωB97M-V with the def2-TZVPD basis set

Geometry as ORCA input:
```
! wB97M-V def2-TZVPD RIJCOSX def2/J DEFGRID3
* xyz 1 1
C -0.3387 0.7769 -0.2996
C 0.8898 -1.2555 -0.8467
S -0.8668 2.1706 0.4830
N 0.0635 -2.2747 -0.5893
N 0.6936 -0.0299 -0.4448
H -1.3414 0.5293 -0.8536
H -0.8510 -1.8802 -0.2307
H 0.2013 -3.1398 -0.9634
S 0.2426 3.2483 1.8528
H -0.5567 3.3026 3.0276
H 1.8638 -1.4476 -1.1354
*
```

Output
maximum force	5.980	eV Å⁻¹
ΔE to the lowest compared entry with this formula, charge and spin	37.9	kcal per mole
HOMO	-13.69	eV
SMILES	[NH2+]=C/N=C/SS

Electronic structure analysis, natural (NBO) charges in units of e: -0.04 0.41 0.36 -0.69 -0.48 0.23 0.42 0.43 -0.07 0.21 0.22

---

(2)
Molecular formula: C3H6IrMgO4S
Method: DFT, ωB97M-V with the def2-TZVPD basis set

Geometry as ORCA input:
```
! wB97M-V def2-TZVPD RIJCOSX def2/J DEFGRID3
* xyz 1 5
H -1.7708 -1.6239 -0.8900
H -0.8487 -0.2746 2.2227
O 2.9220 -0.6960 0.1177
O -0.3249 -1.1393 0.4089
C 0.0191 -0.2202 1.5455
C -1.5104 -0.7474 -0.2771
H -2.3023 -0.5523 0.4616
Mg 0.6506 1.5945 0.5342
O 2.5724 1.8793 0.5296
H 0.8371 -0.7826 2.0295
C -1.2964 0.4690 -1.1897
H -2.0142 1.2489 -0.8664
O -0.0061 0.9930 -1.2329
S 3.3357 0.8055 -0.4269
Ir 1.2365 -1.0637 -0.7484
H -1.4995 0.1098 -2.2183
*
```

Output
maximum force	4.083	eV Å⁻¹
HOMO (alpha / beta)	-13.04 / -13.09	eV

Electronic structure analysis, natural (NBO) charges in units of e: 0.21 0.21 -0.90 -0.56 -0.76 -0.12 0.22 1.73 -1.02 0.21 -0.13 0.18 -0.95 1.23 1.27 0.19

---

(3)
Molecular formula: C49H41Br3N8O16
Method: DFT, ωB97M-V with the def2-TZVPD basis set

Geometry as ORCA input:
```
! wB97M-V def2-TZVPD RIJCOSX def2/J DEFGRID3
* xyz 0 1
H -4.2212 1.7463 -2.2611
Br 1.9787 5.7270 -3.9535
H -2.9131 -1.9557 0.3762
O -2.1122 -6.6881 4.4764
C 1.4870 -6.5757 -0.2637
O 5.4223 -3.6895 -0.1810
C -2.9027 1.2356 -5.3656
C -1.6402 -3.3891 3.2397
C 2.8174 0.9568 -1.4872
C -1.9845 -2.0381 3.4789
H -1.7591 -1.2125 2.8201
C 9.7006 -1.1063 -1.4156
C 0.1886 2.1197 7.0934
N -1.0982 5.7051 0.2645
C 1.1364 -5.4983 -1.0346
C 9.3107 1.2999 -1.8538
Br 2.8706 6.8219 -0.9678
H 3.4499 2.9619 -1.6935
H 11.1381 0.3750 -1.4100
C 1.6004 2.8750 -0.6487
O -1.6603 0.2314 -0.0899
H -5.6520 3.3300 -1.0516
C -1.8379 2.7308 5.2197
H -4.7393 0.7121 -4.4247
H -2.7463 -0.7250 4.9757
H 1.3599 3.9183 -0.5071
C -2.1879 2.1671 -2.8804
H -2.9947 6.6735 -1.2823
C 0.5777 2.0440 -0.1290
H 6.3588 -0.5757 -1.9965
C 10.0731 0.2169 -1.4949
O -0.5667 6.5454 -0.4852
C -4.3519 4.9922 -1.4198
H 1.1896 1.2178 5.4680
H -2.8212 3.6981 6.8210
H 1.7889 -3.6715 -2.0644
N -3.2806 0.5640 -6.6364
C -0.7545 1.8893 4.8712
O 4.1073 -2.5961 -1.5202
C 0.6651 0.6274 -0.3887
H -1.0328 1.8658 -6.0432
O -6.4078 -4.2412 -3.6520
C -1.2866 2.2116 -3.9405
H -5.9329 -4.8628 1.1359
C 3.6339 -5.7430 0.0724
H -4.0898 -3.4548 1.8798
H 3.8114 7.3405 -3.2127
C -4.4631 -3.3242 0.8748
H -4.1873 2.3095 0.5229
C -4.6941 3.8004 -0.8858
H -1.8793 2.5443 -1.9166
O -1.4403 1.6795 2.6115
O 5.8624 1.8730 -2.7952
H -3.3550 -2.4066 6.5371
H -5.1017 5.5095 -2.0000
N -0.6434 1.3229 3.4612
C 2.6698 2.3179 -1.3151
O -0.2108 -1.4006 0.3624
N 4.3617 -3.5165 -0.8078
H 3.6844 0.4754 -1.9149
C -2.6092 -1.7638 4.7139
C -3.7410 -2.5237 -0.0217
N -1.5887 -5.8547 3.7240
N 7.0087 2.1062 -2.5682
C -4.1352 -2.5663 -1.3197
C 7.4053 -0.3118 -1.9580
N -0.5002 -0.2453 0.0228
C -3.9084 3.2752 0.1281
C 2.0961 -4.4727 -1.4087
N -5.6817 -3.2604 -3.1832
H -2.6002 3.0070 4.5062
C -2.3934 5.0958 -0.0472
H -6.8666 -4.5729 -1.1322
H 10.3617 -1.8998 -1.1000
H 3.0963 -7.7287 0.6470
O -2.7367 0.9753 -7.6436
C -1.9411 3.1307 6.5564
C -3.4589 1.7275 -3.0260
C -3.8150 1.2501 -4.2747
O -0.6440 -6.0279 2.9717
O -5.2197 -2.3671 -3.8776
H -2.2997 3.3868 1.4198
H -3.5233 -2.0138 -2.0173
H 0.9594 1.8799 7.8109
H -0.2813 2.5966 -3.8527
C -2.9029 -2.7641 5.6238
C 3.3760 -4.5965 -0.7351
H 0.7100 -7.3213 -0.1813
O 7.4817 3.2092 -2.7142
C -6.0259 -3.9739 -0.8145
C -3.2218 5.6681 -0.9599
C 1.8035 0.1173 -1.0473
C 8.3443 -1.3176 -1.6756
C -2.6376 -4.1277 5.2822
O -4.0070 -0.4370 -6.6436
H -0.8781 3.3085 8.4706
O -0.4307 5.2366 1.2300
C 3.4512 6.3858 -2.8294
C -2.0129 -4.4640 4.0544
H 1.9348 -0.9397 -1.2262
C 0.2620 1.6444 5.8203
H 0.1315 -5.4881 -1.4301
C 7.9355 1.0431 -2.1072
C -5.2675 -3.2466 -1.7644
H 4.6188 -5.8453 0.5037
C -5.5257 -4.1269 0.4584
H -0.3187 2.4962 0.2690
H -2.9919 -4.8861 5.9646
C 2.7400 -6.7928 0.2426
O 0.1913 0.4463 3.2926
H 9.5351 2.3484 -1.9833
C -1.6583 1.8112 -5.1645
C -2.8105 3.9207 0.6320
H -1.0970 -3.6499 2.3434
C -0.9045 2.8537 7.4914
Br 4.8417 5.0628 -2.9868
H 8.0548 -2.3579 -1.6574
*
```

Output
maximum force	4.730	eV Å⁻¹
ΔE to the lowest compared entry with this formula, charge and spin	26.1	kcal per mole
HOMO	-9.72	eV

Atom charges from the Löwdin analysis, given in e for atoms 1 to 99: 0.09 0.52 0.08 0.06 -0.11 0.05 -0.11 -0.02 -0.05 -0.05 0.08 -0.06 -0.09 -0.29 -0.06 0.00 0.55 0.05 0.11 -0.05 0.03 0.12 0.00 0.11 0.10 0.08 -0.07 0.13 0.01 0.10 -0.10 0.03 -0.06 0.12 0.10 0.10 -0.34 -0.10 0.08 -0.10 0.12 0.02 -0.06 0.11 0.00 0.09 -0.03 -0.05 0.12 -0.11 0.09 0.04 0.06 0.10 0.12 -0.31 -0.07 0.05 -0.36 0.10 -0.08 -0.06 -0.33 -0.37 -0.02 0.04 -0.29 -0.08 0.05 -0.29 0.11 -0.14 0.11 0.11 0.11 0.07 -0.05 -0.07 0.01 0.08 0.07 0.08 0.12 0.11 0.11 -0.06 -0.12 0.11 0.03 0.00 0.00 -0.01 -0.07 0.01 0.07 0.11 0.03 -1.53 -0.13

---

(4)
Molecular formula: C30H64AlBBeClF9N2O12PS
Method: DFT, ωB97M-V with the def2-TZVPD basis set

Geometry as ORCA input:
```
! wB97M-V def2-TZVPD RIJCOSX def2/J DEFGRID3
* xyz -1 1
H 1.0524 -2.9261 -0.1927
C 1.9070 2.0487 7.6463
H 6.8948 -3.2738 -3.4413
H -6.8995 4.2454 4.1202
P 1.4946 -1.5259 -0.2006
H -7.6230 3.2227 2.8754
C 7.5738 -2.4751 -1.5953
F 2.0981 3.6191 2.0673
F 1.8367 5.6779 0.9067
H -5.9371 -1.7914 -7.2051
O 2.9431 1.8830 7.0213
O 0.7048 1.4915 7.3498
H 1.4997 -0.0496 6.1820
O -2.1084 -1.8587 1.8158
C -5.2291 -3.6517 -9.2585
H -5.5244 5.8519 4.7474
O 1.8557 -4.9584 -0.7575
C -0.4916 0.4082 0.9321
H -4.4612 7.2473 4.6296
H 4.7443 0.5059 1.4201
Cl 2.2223 -6.3610 -0.7317
C -5.1412 6.6080 4.0568
F -6.9002 8.4848 1.1977
H 0.8225 1.3587 5.2875
C 5.7380 0.4045 4.0658
H -1.9381 -7.2396 -4.5283
H 2.7228 3.8788 10.1938
H -1.0515 -1.2137 -0.6526
O -0.2370 -0.2399 2.2357
F -8.5973 7.8390 2.7271
H 2.2164 -5.1404 -4.5172
C 6.1833 -1.3404 -2.9291
H -0.2550 0.1953 6.0866
H -4.4129 -1.6303 -6.2963
F 0.1450 5.8968 -1.4891
H 5.5684 -1.1717 -3.8031
H -4.8065 -2.8801 -9.9063
C 7.3134 -1.2684 -0.9852
H -7.6922 4.9922 2.6994
H -4.7807 5.0813 0.9514
O 2.7908 -6.6880 0.5615
H -3.8602 -5.9550 -3.5991
H 3.3074 -0.3991 -1.5379
H -4.5780 -6.9435 -5.0666
H 5.7875 0.3886 5.1575
C 2.2952 -2.1941 -4.3455
H 3.4227 4.4413 7.2618
H -3.8016 6.7587 2.3740
H 6.0244 0.4363 -1.6536
B -8.3211 8.5611 1.4959
F 0.8352 3.2481 -0.4132
H -6.3030 -3.4921 -9.1356
C 3.1846 4.7453 8.2859
H 7.6084 -0.3835 3.2688
C 1.8049 -1.1950 -3.1413
H -1.8705 -4.2083 -4.6334
H 6.5531 -1.6018 4.0186
C 0.7087 0.7072 6.1592
H -2.9569 5.2256 4.2102
O 3.1999 -6.6241 -1.7698
C -3.8616 -6.0353 -4.7726
H 1.3243 -3.3927 -6.0326
H 0.3716 -6.6673 -4.7329
H -5.0589 -4.6335 -9.7059
C -0.9169 -1.5454 2.3387
H -5.9814 7.2279 3.7265
H 3.1122 -2.9233 -3.8714
H -2.2937 -6.8436 -6.3568
H 0.0396 0.2130 -1.2992
H -2.8280 4.6329 2.6554
H 4.0224 5.3319 8.6728
H 3.9296 -1.0444 1.7253
C 6.5678 -0.6842 3.4210
C 6.4329 -0.5504 -1.8294
F -1.0198 4.9944 1.0562
N 6.8860 -2.5078 -2.7804
C -5.3550 5.3243 1.8519
H -4.2377 -5.0749 -5.3262
H 0.0589 -2.6351 -4.7245
C 2.9178 3.5399 9.1711
H -4.4516 -1.2301 -8.0330
C 1.0734 -3.1909 -4.9030
C -0.0098 -5.6513 -4.2442
O 1.7469 2.8375 8.7367
H 7.7134 -0.9411 -0.0343
H 8.1892 -3.3104 -1.2892
Al 0.4493 4.9543 0.0151
F -9.0777 7.9675 0.4056
H 2.2979 5.3848 8.2280
H 2.0258 -0.0836 -3.5119
C 2.6327 -1.3652 -1.7269
H -0.9794 -4.8010 -6.2306
H 1.3893 -4.4235 -2.9282
H 3.3573 -2.3055 -1.7102
Be -0.1183 -5.7280 -7.6358
N -3.4861 4.9387 3.3804
H 0.6565 -1.3666 -2.9744
H 3.6930 0.9833 3.5435
C -7.0788 4.1559 3.0474
H -4.0550 4.1049 3.6137
C -2.3317 -6.3878 -5.2660
H -6.1738 5.9811 1.5357
H 0.1821 1.3931 0.9260
O 5.9597 -0.9764 2.1554
H -0.3196 -2.4154 2.8967
O 1.0432 -7.1732 -0.9608
H 2.8407 -1.6381 -5.2257
C 4.3637 0.1208 3.5168
H 3.8983 -0.6939 4.0842
H -0.4350 -5.9654 -3.1802
F -8.7091 9.9534 1.6533
H 3.7824 2.8676 9.2128
C -4.8510 -1.8931 -7.2620
C -1.2813 -5.0961 -5.1173
C 4.6741 -0.3421 2.1101
O -5.8250 4.0735 2.3704
H 6.0792 1.3879 3.7213
C -0.1243 -0.5209 -0.3741
O -2.9421 -3.6649 -7.8716
H -1.5984 0.7829 0.7877
C -4.4145 5.9965 2.8654
S -4.4231 -3.6100 -7.6391
C 1.2458 -4.6080 -4.0978
*
```

Output
maximum force	8.572	eV Å⁻¹
HOMO	-6.55	eV

Atom charges from the Löwdin analysis, given in e for atoms 1 to 99: 0.00 -0.55 0.15 0.07 1.12 0.09 -0.12 -0.29 -0.20 0.05 0.11 -0.01 0.09 -0.05 -0.26 0.08 -0.45 -0.22 0.09 0.12 0.63 -0.03 0.02 0.10 -0.18 0.11 0.12 0.12 -0.15 0.02 0.13 -0.15 0.09 0.05 -0.26 0.10 0.06 -0.10 0.10 0.14 -0.37 0.09 0.10 0.09 0.12 -0.20 0.08 0.16 0.10 -1.06 -0.27 0.05 -0.07 0.12 -0.22 0.12 0.12 -0.05 0.18 -0.38 -0.15 0.09 0.11 0.05 -0.16 0.10 0.11 0.07 0.11 0.15 0.08 0.09 -0.20 -0.11 -0.26 0.01 -0.14 0.03 0.11 -0.22 0.06 -0.20 -0.22 0.02 0.09 0.11 0.12 0.02 0.08 0.13 -0.37 -0.07 0.10 0.11 0.48 0.22 0.09 0.12 -0.07

---

(5)
Molecular formula: C4H15N2O
Method: DFT, ωB97M-V with the def2-TZVPD basis set

Geometry as ORCA input:
```
! wB97M-V def2-TZVPD RIJCOSX def2/J DEFGRID3
* xyz 2 2
H 0.9530 2.7169 -1.5147
N 0.6415 0.7609 -1.7997
H -1.6311 1.5679 0.4765
N -1.2896 -2.1844 1.1335
H 1.7389 2.5518 0.7355
H 0.6441 -0.1984 1.2074
C 1.3767 1.7302 -1.1600
C 1.2023 1.6900 0.3182
H -1.4476 -3.7487 -0.2006
H 2.1252 -0.2500 0.2979
H 0.6461 0.8707 -2.8121
O -1.0705 0.9533 -0.0405
C -1.9354 -2.7870 0.0339
H 0.0694 1.9073 0.5160
H -1.5931 -2.5159 2.0604
C 1.5355 0.3547 0.9985
H -1.9724 -2.1100 -0.8228
H 2.1253 0.5077 1.8960
H 2.4553 1.7224 -1.4177
H -1.3104 -1.1461 1.1305
H -0.3020 0.7016 -1.3511
H -2.9613 -3.0949 0.3149
*
```

Output
maximum force	3.234	eV Å⁻¹
ΔE to the lowest compared entry with this formula, charge and spin	169.6	kcal per mole
HOMO (alpha / beta)	-18.37 / -18.37	eV

Electronic structure analysis, natural (NBO) charges in units of e: 0.35 -0.48 0.51 -0.26 0.30 0.20 -0.30 -0.30 0.32 0.25 0.42 -0.76 -0.50 0.36 0.43 -0.60 0.25 0.27 0.36 0.42 0.44 0.33

---

(6)
Molecular formula: C3H18NO4
Method: DFT, ωB97M-V with the def2-TZVPD basis set

Geometry as ORCA input:
```
! wB97M-V def2-TZVPD RIJCOSX def2/J DEFGRID3
* xyz 1 1
C 2.4049 0.6186 0.2829
O -0.9285 2.4761 -0.7356
H -0.3922 3.2057 -1.2110
H -0.6722 -1.7345 2.6967
H 1.3318 -2.7115 -0.5059
H -0.9752 1.9945 2.9116
H -0.2353 1.0383 -0.3991
C 1.8672 -1.7471 -0.6869
H 3.4426 0.4267 0.5197
H 2.1821 1.5358 0.7523
H -0.0997 -0.3296 -1.3578
H -1.3691 -2.5319 1.7528
H 2.9248 -1.9247 -0.4852
H 1.7957 -1.7433 -1.7679
O -0.7774 -1.8453 1.7391
H -2.3550 -0.4200 -2.9762
H -1.4026 -1.5169 -3.2973
H -0.6394 -0.3485 0.3962
H -1.3638 2.9069 0.1322
H -2.2042 1.5280 2.2298
N 0.0105 0.0237 -0.3996
O -1.2726 1.6668 2.0261
H 1.0690 -0.7435 1.2732
C 1.3502 -0.5390 0.2082
O -1.6813 -1.0091 -2.5140
H 2.4351 0.9004 -0.8165
*
```

Output
maximum force	3.946	eV Å⁻¹
ΔE to the lowest compared entry with this formula, charge and spin	41.6	kcal per mole
HOMO	-14.78	eV

Electronic structure analysis, natural (NBO) charges in units of e: -0.64 -0.98 0.51 0.48 0.24 0.49 0.47 -0.66 0.24 0.22 0.45 0.48 0.24 0.23 -0.95 0.49 0.48 0.48 0.53 0.48 -0.78 -0.97 0.23 -0.02 -0.96 0.20